(1)
DFT (ωB97M-V/def2-TZVPD) results for C45H43Cl5MoN4OTe as an isolated structure at a distorted geometry.

Geometry as XYZ:
```
100
Properties=species:S:1:pos:R:3:mulliken_spin:R:1
Mo 2.0438 0.0407 -0.3649 2.3823
C 1.6099 0.2966 2.2901 -0.0845
N 1.3662 -1.0250 2.2608 0.0162
C 2.3926 -1.8951 1.8372 0.1049
C 0.0727 -1.5517 2.2371 -0.0885
C -0.6093 -1.6263 3.4535 0.0085
C -1.6811 -2.4790 3.6090 -0.0057
C -2.0627 -3.3014 2.5524 0.0180
C -1.4495 -3.1940 1.3212 0.0179
C -0.3861 -2.3014 1.1041 0.0496
N 0.0105 -1.9326 -0.1403 0.0050
C 0.3499 -2.7287 -1.1309 -0.0218
C 0.4629 -4.1348 -0.9060 -0.0095
C 0.4550 -5.0423 -1.9286 0.0001
C 0.4083 -4.5911 -3.2452 0.0057
C 0.5460 -3.2313 -3.4905 -0.0024
C 0.5780 -2.2835 -2.4822 -0.0444
N 1.0472 -1.0081 -2.8879 0.0702
C 0.2716 0.1872 -3.0304 0.0178
C 2.3901 -0.8716 -2.8153 0.0433
H 2.6033 0.6062 2.5912 0.0067
H 0.7821 0.9245 2.6131 0.0098
H 1.8201 0.5276 1.0741 0.0658
H 2.0860 -2.9348 1.8664 0.0034
H 3.3108 -1.7421 2.4004 -0.0109
H 2.5986 -1.5902 0.7849 -0.0611
H -0.2297 -1.0602 4.2917 -0.0002
H -2.1939 -2.5303 4.5554 0.0001
H -2.8644 -4.0100 2.6898 0.0009
H -1.8121 -3.7712 0.4827 -0.0007
H 0.5209 -4.4668 0.1195 -0.0012
H 0.4891 -6.0981 -1.7127 -0.0002
H 0.3520 -5.2918 -4.0640 0.0003
H 0.6612 -2.8882 -4.5084 0.0007
H 0.8451 0.8860 -3.6572 -0.0239
H 0.6560 0.3703 -1.0115 0.5289
H -0.6795 -0.0589 -3.5257 0.0005
H 2.8144 -0.0178 -3.3239 -0.0108
H 2.9638 -1.7828 -2.8185 -0.0042
H 2.5852 -0.5497 -1.6423 -0.0884
Cl 3.6279 -3.1475 -0.8959 0.0033
C 4.7190 -1.9294 -0.3984 0.0289
C 4.3401 -0.7418 0.1327 0.0069
C 5.1299 0.2558 0.5914 0.0348
Cl 4.5578 1.7178 1.2257 0.0105
C 6.5151 0.0050 0.5457 -0.0078
Cl 7.6105 1.1796 1.1509 0.0017
C 6.9850 -1.1980 0.0206 0.0029
Cl 8.6739 -1.5083 -0.0341 0.0004
C 6.0987 -2.1719 -0.4451 0.0010
Cl 6.6851 -3.6722 -1.0435 0.0010
C -5.5044 2.3656 4.6400 -0.0003
C -4.3907 2.0164 3.7035 0.0035
C -3.2037 2.7316 3.6299 0.0001
C -2.1933 2.3733 2.7398 0.0153
C -0.9186 3.1605 2.7079 -0.0015
C -2.3653 1.2743 1.8957 -0.0052
Te -0.9615 0.5155 0.4355 0.1294
N -0.0607 0.8087 -1.7711 0.0281
C 0.2820 2.0239 -1.3519 -0.1831
O -0.2361 2.3214 -0.2251 0.0017
C 1.3835 2.8186 -1.8865 -0.0963
C 1.2816 3.8783 -2.7819 0.0737
C 2.4363 4.4910 -3.2394 0.0071
C 3.6824 4.0787 -2.7930 -0.0029
C 3.7808 3.0421 -1.8781 0.0067
C 2.6386 2.4382 -1.4313 0.1185
C -2.5157 0.4251 -1.0280 0.0734
C -2.6115 -0.7986 -1.6858 -0.0247
C -3.5821 -1.0191 -2.6403 0.0079
C -4.4615 0.0071 -2.9539 -0.0030
C -4.3373 1.2320 -2.3288 0.0073
C -3.3587 1.4796 -1.3628 -0.0362
C -3.2528 2.8633 -0.8005 0.0166
C -3.5208 0.4965 2.0223 -0.0129
C -3.7327 -0.7862 1.2821 0.0068
C -4.5154 0.8922 2.8989 -0.0014
H -5.4573 3.4009 4.9631 0.0001
H -5.4540 1.7272 5.5219 0.0005
H -6.4666 2.1810 4.1662 0.0002
H -3.0484 3.5856 4.2741 0.0004
H -1.1088 4.2008 2.4432 0.0007
H -0.2270 2.7506 1.9694 0.0083
H -0.4438 3.1561 3.6894 0.0002
H 0.3100 4.2079 -3.1199 0.0071
H 2.3576 5.2950 -3.9546 0.0003
H 4.5781 4.5453 -3.1713 -0.0003
H 4.7359 2.6943 -1.5249 -0.0016
H 2.6864 1.5423 -0.7553 -0.1266
H -1.9152 -1.5857 -1.4332 0.0015
H -3.6500 -1.9778 -3.1300 -0.0001
H -5.2289 -0.1444 -3.6965 -0.0001
H -5.0104 2.0350 -2.5931 0.0002
H -2.9524 3.5506 -1.5948 -0.0040
H -2.5268 2.9294 0.0072 -0.0042
H -4.2201 3.1991 -0.4277 0.0005
H -2.7866 -1.1821 0.9182 0.0036
H -4.4143 -0.6517 0.4436 0.0026
H -4.1794 -1.5217 1.9469 0.0003
H -5.4118 0.2938 2.9660 0.0001
```

The value obtained for the LUMO energy (alpha / beta) is -3.36 / -3.78 eV. Its multiplicity is 4. Its HOMO energy (alpha / beta) is -9.254 / -9.440 eV. The value obtained for the orbital gap (alpha / beta) is 0.2165 / 0.2079 hartree. As for the molar mass: 1056.67 Da. As for the charge: +1.

---

(2)
DFT (ωB97M-V/def2-TZVPD) results for C3H6O2 as an isolated structure.

Geometry as XYZ:
```
11
Properties=species:S:1:pos:R:3:nbo_charge:R:1
O -1.7644 0.5838 -1.0866 -0.7085
C -1.1304 0.5820 0.0380 -0.0863
C 0.1931 -0.1741 0.0563 0.5012
C 1.2201 -0.7836 0.8801 -0.1765
O 0.5087 -1.3952 -0.2558 -0.3958
H -0.2914 0.7869 -1.8558 0.1380
H -0.9325 1.5431 0.5649 0.1561
H -1.5367 -0.1145 0.8343 0.2370
H 0.4991 0.7510 -1.7007 -0.0948
H 0.9710 -1.2224 1.8426 0.2132
H 2.2635 -0.5569 0.6826 0.2165
```

The value obtained for the LUMO energy (alpha / beta) is -0.45 / -0.45 eV. Its HOMO energy (alpha / beta) is -8.925 / -8.924 eV. The value obtained for the orbital gap (alpha / beta) is 0.3115 / 0.3115 hartree. As for the molar mass: 74.08 Da.

---

(3)
DFT (ωB97M-V/def2-TZVPD) results for an isolated ion of composition C24H31N2O2 and charge +1.

Geometry as XYZ:
```
59
Properties=species:S:1:pos:R:3:nbo_charge:R:1
C -0.0842 -2.0815 -1.3469 -0.2742
O -0.8002 -1.6932 -0.1730 -0.5902
C -0.3636 -2.2853 1.0483 0.3836
C 1.0254 -1.7738 1.5202 -0.2551
N 1.4966 -0.5904 0.8613 -0.3811
C 1.0226 0.7024 1.0194 0.0709
C 1.8544 1.5966 0.4023 0.0271
C 2.9262 0.8458 -0.1598 -0.1291
C 4.0600 1.2018 -0.8919 -0.1828
C 4.9260 0.2152 -1.3113 -0.0216
C 6.1587 0.5437 -2.0941 -0.6261
C 4.6525 -1.1272 -0.9994 -0.1880
C 3.5437 -1.5083 -0.2797 -0.2549
C 2.6733 -0.5103 0.1469 0.2138
C 1.6597 3.0745 0.4283 -0.4427
C 0.2427 3.4332 0.8812 -0.3910
C -0.2052 2.5541 2.0509 -0.4132
C -0.2648 1.0761 1.6586 -0.0625
N -1.3658 0.8452 0.6463 -0.5542
C -2.7628 0.8634 1.1545 -0.2559
C -3.7171 0.6711 0.0065 -0.0052
C -3.9329 -0.6006 -0.5123 -0.2388
C -4.7913 -0.7779 -1.5824 -0.1835
C -5.4375 0.3126 -2.1417 -0.1869
C -5.2230 1.5817 -1.6311 -0.1960
C -4.3620 1.7619 -0.5623 -0.2204
O -0.2784 -3.6581 0.9761 -0.5284
C -1.5206 -4.3393 0.8958 -0.2591
H -0.7616 -1.9120 -2.1815 0.2061
H 0.1789 -3.1375 -1.2945 0.2065
H 0.8212 -1.4850 -1.4710 0.1968
H -1.1544 -1.9801 1.7600 0.1450
H 1.7355 -2.5783 1.3233 0.2473
H 0.9855 -1.6227 2.6045 0.2147
H 4.2507 2.2390 -1.1211 0.2149
H 6.1538 0.0198 -3.0486 0.2238
H 7.0466 0.2275 -1.5487 0.2257
H 6.2297 1.6112 -2.2825 0.2181
H 5.3431 -1.8840 -1.3396 0.2200
H 3.3680 -2.5511 -0.0635 0.2168
H 1.8633 3.5026 -0.5547 0.2303
H 2.3871 3.5060 1.1221 0.2259
H 0.2134 4.4774 1.1919 0.2388
H -0.4498 3.3374 0.0383 0.1776
H 0.5170 2.6529 2.8621 0.2409
H -1.1703 2.8906 2.4315 0.2183
H -0.4987 0.4496 2.5248 0.2258
H -1.2629 1.5646 -0.0796 0.4304
H -1.1888 -0.0881 0.1902 0.4835
H -2.9524 1.8164 1.6506 0.2268
H -2.8668 0.0580 1.8845 0.2236
H -3.4333 -1.4517 -0.0736 0.2165
H -4.9614 -1.7676 -1.9768 0.2248
H -6.1115 0.1723 -2.9720 0.2299
H -5.7278 2.4319 -2.0620 0.2295
H -4.2045 2.7525 -0.1604 0.2133
H -2.0720 -4.0588 -0.0058 0.1787
H -2.1319 -4.1280 1.7788 0.1790
H -1.2779 -5.3977 0.8626 0.2164
```

The value obtained for the LUMO energy is -2.06 eV. As for the structure (SMILES): COC(Cn1c2c(c3cc(C)ccc31)CCC[C@H]2[NH2+]Cc1ccccc1)OC. Its HOMO energy is -10.646 eV. The value obtained for the orbital gap is 0.3154 hartree. As for the molar mass: 379.52 Da. As for the charge: +1.

---

(4)
DFT (ωB97M-V/def2-TZVPD) results for C25H37MnN9O6PSe as an isolated structure at a distorted geometry.

Geometry as XYZ:
```
80
Properties=species:S:1:pos:R:3:mulliken_spin:R:1
Mn -0.5576 -0.7290 -0.0195 0.9672
O -0.0015 0.2307 1.6885 -0.0591
C -0.4182 -0.7808 2.3311 0.0267
O -0.7798 -1.7618 1.5990 -0.0307
C -0.5005 -0.8697 3.7861 -0.0097
C -0.7606 -2.1225 4.3522 0.0017
C -0.9077 -2.2417 5.7194 -0.0005
C -0.8090 -1.1009 6.5077 0.0019
C -0.5007 0.1412 5.9675 -0.0006
C -0.3410 0.2551 4.5999 -0.0003
N -1.0595 -1.2137 7.9604 -0.0002
O -1.2921 -2.3174 8.3642 0.0002
O -1.0232 -0.1888 8.5814 0.0002
H -0.8369 -2.9792 3.6988 0.0016
H -1.1038 -3.2005 6.1775 0.0000
H -0.3940 0.9945 6.6223 0.0000
H -0.1047 1.2084 4.1560 0.0008
C -3.6449 -5.0563 -2.3171 0.0005
N -2.8843 -3.8527 -2.0724 0.0008
C -1.9834 -3.2507 -3.0324 -0.0004
C -1.3233 -2.1936 -2.1796 0.0006
O -0.3895 -1.4162 -2.4225 0.0093
N -1.8833 -2.2000 -0.9600 0.0006
C -2.7887 -3.2156 -0.9098 -0.0010
N -3.4729 -3.5157 0.1802 0.0012
H -3.6860 -5.2517 -3.3839 -0.0001
H -4.6656 -4.9529 -1.9537 0.0001
H -3.1757 -5.9110 -1.8283 0.0001
H -2.5320 -2.8126 -3.8733 -0.0001
H -1.2773 -3.9758 -3.4457 0.0001
H -3.2856 -3.0194 1.0361 0.0002
H -4.1362 -4.2747 0.1974 0.0000
C 0.1083 3.8878 -2.3780 0.0012
N 0.1053 2.9772 -1.2479 -0.0166
C 1.2461 2.0911 -1.1451 -0.0032
P -1.3221 2.4568 -0.5334 0.0004
O -1.3721 0.9343 -0.6215 0.0221
N -2.6719 3.0840 -1.2381 0.0026
C -3.2195 4.3765 -0.8757 0.0003
C -3.2433 2.4780 -2.4234 0.0025
N -1.3212 3.0368 1.0266 -0.0036
C -2.3846 2.5440 1.8799 -0.0022
C -0.1566 3.5768 1.6953 -0.0001
H 1.0168 4.4919 -2.3438 -0.0008
H -0.7474 4.5532 -2.3127 -0.0002
H 0.0837 3.3620 -3.3360 -0.0009
H 2.0739 2.5113 -1.7156 -0.0009
H 1.0200 1.0813 -1.5395 -0.0001
H 1.5475 1.9920 -0.1004 0.0006
H -2.7447 4.7480 0.0289 0.0001
H -4.2924 4.2785 -0.6988 0.0000
H -3.0843 5.1076 -1.6761 0.0002
H -2.9216 1.4382 -2.4961 -0.0014
H -2.9481 3.0077 -3.3330 -0.0001
H -4.3316 2.5145 -2.3493 0.0002
H -3.2703 2.3559 1.2725 -0.0001
H -2.6292 3.2930 2.6348 0.0000
H -2.1008 1.6191 2.3879 0.0017
H 0.5039 4.0553 0.9741 0.0002
H 0.3944 2.8015 2.2383 -0.0006
H -0.4822 4.3377 2.4079 -0.0006
C 4.6418 -0.7855 0.5239 0.0003
N 4.1375 -0.9306 -0.8150 0.0038
C 2.8872 -1.2730 -1.1727 -0.0083
Se 1.5434 -1.7875 0.0633 0.0466
N 2.8218 -1.3698 -2.5164 0.0055
C 4.0652 -1.1101 -3.0497 0.0155
C 4.5745 -1.1489 -4.3428 -0.0041
C 5.9101 -0.8341 -4.5012 0.0101
C 6.7191 -0.4514 -3.4201 0.0092
C 6.2331 -0.4294 -2.1301 -0.0048
C 4.9014 -0.7967 -1.9516 0.0150
H 3.8136 -0.8299 1.2313 -0.0004
H 5.1656 0.1659 0.6225 0.0004
H 5.3435 -1.5910 0.7558 0.0003
H 1.9789 -1.6136 -3.0248 -0.0010
H 3.9707 -1.4270 -5.1892 -0.0001
H 6.3503 -0.8848 -5.4841 0.0003
H 7.7464 -0.1787 -3.6087 0.0002
H 6.8617 -0.1423 -1.3030 -0.0002
```

The value obtained for the LUMO energy (alpha / beta) is -12.16 / -12.14 eV. Its multiplicity is 2. Its HOMO energy (alpha / beta) is -16.555 / -16.576 eV. The value obtained for the orbital gap (alpha / beta) is 0.1616 / 0.1632 hartree. As for the molar mass: 724.50 Da. As for the charge: +3.

---

Question: Look up the molar mass of the third one.
Answer: 379.52 Da

---

Question: Which value of molar mass does entry 3 give?
Answer: 379.52 Da

---

Question: The highest molar mass belongs to which entry?
Answer: C45H43Cl5MoN4OTe

---

Question: Which value of molar mass does entry 4 give?
Answer: 724.50 Da